No. 1
ORCA calculation (wB97M-V/def2-TZVPD) on a 8-piece molecular cluster, C41H90F3O23 overall.

Calculated values
HOMO-LUMO gap ... 5.375 eV

The geometry in ORCA input format:
```
! RIJCOSX wB97M-V def2-TZVPD def2/J DEFGRID3
* xyz -1 1
O -1.192 0.673 -0.046
C -0.138 1.109 -0.786
O 0.411 2.215 -0.679
O 0.209 0.371 -1.744
H -1.343 -0.106 -0.587
C 1.942 -5.379 0.215
O 3.208 -5.932 -0.008
C 4.227 -5.258 0.770
C 5.578 -5.888 0.552
O 5.517 -7.185 0.981
C 6.690 -7.947 0.988
C 7.412 -8.062 -0.360
O 8.211 -6.925 -0.660
C 8.494 -6.814 -2.048
H 1.348 -5.641 -0.661
H 2.092 -4.300 0.164
H 1.328 -5.647 1.075
H 3.946 -5.439 1.807
H 4.367 -4.195 0.573
H 6.344 -5.276 1.028
H 5.740 -5.975 -0.522
H 6.356 -8.926 1.330
H 7.423 -7.651 1.739
H 6.672 -8.304 -1.123
H 8.000 -8.978 -0.299
H 7.606 -6.468 -2.577
H 8.926 -7.684 -2.543
H 9.242 -6.023 -2.082
C 2.506 -2.075 6.033
O 2.831 -0.925 5.313
C 1.835 0.063 5.188
C 2.393 1.289 4.478
O 3.320 2.058 5.267
C 4.041 2.950 4.472
C 5.093 3.523 5.443
O 5.968 4.397 4.776
C 6.591 5.301 5.673
H 1.923 -1.942 6.944
H 3.371 -2.680 6.303
H 1.828 -2.680 5.431
H 1.303 0.364 6.090
H 1.082 -0.363 4.525
H 1.579 1.979 4.257
H 2.642 0.990 3.460
H 3.328 3.696 4.121
H 4.507 2.482 3.605
H 5.707 2.763 5.926
H 4.521 4.020 6.226
H 5.918 5.945 6.239
H 7.104 6.023 5.037
H 7.317 4.698 6.219
C -7.004 -4.709 -2.064
O -7.900 -5.643 -2.606
C -9.164 -5.863 -1.923
C -10.216 -6.667 -2.761
O -11.341 -6.843 -1.944
C -12.255 -7.808 -2.542
C -13.644 -7.656 -2.020
O -13.723 -7.750 -0.603
C -13.412 -9.039 -0.108
H -6.092 -4.493 -2.620
H -6.656 -5.001 -1.073
H -7.410 -3.727 -1.822
H -9.596 -4.896 -1.666
H -8.914 -6.430 -1.026
H -9.804 -7.607 -3.129
H -10.451 -6.072 -3.643
H -11.915 -8.844 -2.523
H -12.358 -7.591 -3.605
H -14.322 -8.346 -2.522
H -13.920 -6.652 -2.341
H -13.966 -9.859 -0.565
H -13.526 -8.906 0.968
H -12.379 -9.301 -0.335
C -6.626 7.587 -0.129
O -6.955 8.779 0.524
C -6.815 8.795 1.968
C -5.383 8.474 2.507
O -5.162 7.060 2.365
C -3.826 6.726 2.569
C -3.676 5.235 2.643
O -4.439 4.724 3.777
C -4.329 3.357 3.850
H -6.955 6.685 0.386
H -5.589 7.450 -0.433
H -7.299 7.603 -0.986
H -7.544 8.123 2.423
H -6.826 9.867 2.164
H -5.320 8.845 3.530
H -4.702 9.166 2.012
H -3.375 7.228 3.425
H -3.274 7.103 1.708
H -2.611 5.016 2.562
H -4.018 4.800 1.704
H -3.378 3.056 4.289
H -4.407 2.862 2.882
H -5.182 2.959 4.399
C 4.091 -0.022 -7.340
O 4.394 0.309 -6.014
C 5.314 -0.656 -5.412
C 5.343 -0.565 -3.869
O 5.693 0.746 -3.419
C 5.650 0.933 -2.019
C 6.243 2.357 -1.777
O 5.502 3.431 -2.420
C 5.986 4.755 -2.135
H 4.965 0.096 -7.982
H 3.230 0.565 -7.658
H 3.718 -1.037 -7.479
H 6.321 -0.651 -5.828
H 4.837 -1.611 -5.632
H 5.986 -1.337 -3.447
H 4.354 -0.717 -3.438
H 6.244 0.135 -1.574
H 4.638 0.884 -1.617
H 7.224 2.392 -2.252
H 6.435 2.586 -0.729
H 5.883 4.777 -1.050
H 5.392 5.543 -2.598
H 7.032 4.936 -2.380
C 1.052 7.272 -3.225
O 1.965 7.157 -4.290
C 2.548 8.406 -4.630
C 3.441 8.238 -5.877
O 4.467 7.363 -5.576
C 5.521 7.501 -6.520
C 6.530 6.493 -6.104
O 6.035 5.122 -6.102
C 6.484 4.268 -7.154
H 0.356 6.433 -3.237
H 0.414 8.129 -3.440
H 1.524 7.341 -2.245
H 3.041 8.803 -3.743
H 1.825 9.178 -4.894
H 3.730 9.210 -6.277
H 2.750 7.824 -6.611
H 5.984 8.459 -6.281
H 5.300 7.413 -7.584
H 6.991 6.808 -5.168
H 7.308 6.552 -6.865
H 6.504 3.235 -6.807
H 7.358 4.554 -7.739
H 5.596 4.203 -7.782
C -4.916 -7.207 8.083
C -4.966 -5.666 7.966
O -5.247 -5.330 6.577
C -4.743 -4.217 5.990
O -4.060 -3.363 6.598
C -5.033 -4.220 4.462
F -5.323 -5.403 4.070
F -6.121 -3.431 4.207
F -3.930 -3.851 3.765
H -3.961 -7.580 7.712
H -5.697 -7.734 7.534
H -5.011 -7.463 9.139
H -4.084 -5.214 8.421
H -5.769 -5.170 8.511
*
```

Here are the Mulliken charges for atoms 1 to 8, given in e: O -0.436; C 0.633; O -0.723; O -0.771; H 0.297; C -0.738; O -0.315; C -0.587

No. 2
ORCA calculation (wB97M-V/def2-TZVPD) on C41H91BrHgN5O3 as an isolated structure.

Calculated values
HOMO-LUMO gap ... 2.811 eV

The geometry in ORCA input format:
```
! RIJCOSX wB97M-V def2-TZVPD def2/J DEFGRID3
* xyz 5 1
Hg -1.662 2.872 -1.274
O 0.109 -0.201 0.853
C -0.372 0.835 0.114
O -0.091 2.015 0.447
O -1.307 0.670 -0.733
H -0.283 -0.876 0.246
C -2.077 1.980 4.592
C -2.203 0.638 3.860
C -1.716 -0.461 4.811
N -2.109 -1.863 4.328
C -1.610 -2.164 2.932
C -3.618 -1.930 4.338
C -3.954 -3.403 4.420
C -2.932 -3.943 5.442
C -1.703 -3.004 5.294
H -2.539 2.846 4.126
H -1.019 2.240 4.691
H -2.439 1.834 5.610
H -1.554 0.598 2.984
H -3.245 0.496 3.579
H -2.125 -0.438 5.819
H -0.627 -0.478 4.839
H -1.928 -3.170 2.662
H -0.553 -1.993 2.767
H -2.218 -1.551 2.266
H -4.015 -1.533 3.407
H -4.001 -1.393 5.203
H -3.764 -4.003 3.522
H -4.993 -3.674 4.596
H -2.625 -4.975 5.316
H -3.389 -3.727 6.406
H -0.672 -3.325 5.158
H -1.563 -2.379 6.183
C 2.677 1.305 -2.323
C 2.036 2.266 -3.329
C 2.957 2.627 -4.494
N 2.275 3.440 -5.610
C 1.704 4.737 -5.089
C 3.271 3.681 -6.726
C 2.404 3.667 -7.993
C 1.456 2.517 -7.761
C 1.087 2.654 -6.284
H 3.464 1.820 -1.771
H 3.151 0.487 -2.871
H 1.958 0.843 -1.650
H 1.739 3.126 -2.717
H 1.083 1.851 -3.665
H 3.229 1.738 -5.062
H 3.842 3.144 -4.127
H 0.881 4.457 -4.424
H 1.134 5.312 -5.814
H 2.534 5.123 -4.504
H 3.785 4.633 -6.595
H 4.042 2.913 -6.714
H 1.809 4.580 -8.077
H 2.980 3.560 -8.909
H 0.558 2.573 -8.372
H 1.976 1.576 -7.946
H 0.127 3.157 -6.199
H 1.120 1.746 -5.690
C -7.043 -1.126 -6.475
C -6.431 -1.842 -5.269
C -6.214 -0.904 -4.095
N -5.741 -1.528 -2.765
C -6.582 -2.737 -2.396
C -5.750 -0.422 -1.737
C -4.291 -0.092 -1.408
C -3.492 -1.354 -1.796
C -4.251 -1.857 -2.996
H -6.392 -0.348 -6.864
H -8.000 -0.677 -6.193
H -7.373 -1.904 -7.161
H -5.473 -2.285 -5.561
H -7.095 -2.686 -5.079
H -7.202 -0.589 -3.738
H -5.665 0.012 -4.296
H -7.637 -2.494 -2.468
H -6.167 -3.058 -1.446
H -6.366 -3.478 -3.162
H -6.300 -0.704 -0.837
H -6.244 0.524 -1.959
H -4.116 0.115 -0.350
H -4.098 0.881 -1.879
H -3.663 -2.027 -0.954
H -2.452 -1.279 -2.098
H -4.148 -2.920 -3.193
H -3.967 -1.206 -3.819
C 0.645 -6.084 3.782
C 2.024 -5.385 3.672
C 1.776 -4.154 2.810
N 3.010 -3.712 1.996
C 4.223 -3.486 2.894
C 3.217 -4.856 0.953
C 4.150 -4.207 -0.037
C 3.449 -2.852 -0.304
C 2.771 -2.536 1.051
H 0.681 -6.970 4.416
H 0.148 -6.323 2.842
H -0.115 -5.493 4.313
H 2.681 -6.180 3.336
H 2.319 -4.958 4.629
H 1.581 -3.253 3.400
H 0.940 -4.195 2.109
H 3.906 -2.914 3.759
H 4.909 -2.955 2.241
H 4.612 -4.481 3.088
H 3.540 -5.748 1.481
H 2.203 -5.007 0.585
H 5.184 -4.052 0.264
H 4.161 -4.811 -0.944
H 4.163 -2.094 -0.613
H 2.676 -3.004 -1.055
H 3.202 -1.640 1.498
H 1.694 -2.380 0.978
C 1.723 0.969 3.519
C 2.693 1.879 2.716
C 2.388 3.337 2.858
N 3.514 4.286 2.433
C 4.751 4.072 3.233
C 3.047 5.755 2.659
C 3.979 6.547 1.733
C 4.049 5.668 0.470
C 3.653 4.268 0.926
H 1.963 1.051 4.580
H 1.869 -0.066 3.222
H 0.699 1.336 3.433
H 2.746 1.601 1.662
H 3.649 1.624 3.180
H 2.107 3.668 3.862
H 1.532 3.686 2.276
H 5.502 4.800 2.946
H 5.140 3.102 2.912
H 4.493 3.935 4.279
H 2.962 6.045 3.703
H 2.035 5.716 2.249
H 4.910 6.756 2.257
H 3.547 7.526 1.537
H 5.018 5.735 -0.015
H 3.264 6.090 -0.157
H 4.419 3.543 0.653
H 2.675 3.954 0.570
Br -0.410 -3.241 -0.929
*
```

Here are the Mulliken charges for atoms 1 to 8, given in e: Hg 0.995; O 1.581; C 0.526; O -0.942; O -0.865; H -0.695; C -1.386; C 0.345

Q: Among the records above, which one has the highest HOMO-LUMO gap?
A: C41H90F3O23

Q: Which of these has the lowest HOMO-LUMO gap?
A: C41H91BrHgN5O3